[1]
A single C3H5N3O4 molecule at a distorted geometry, computed with wB97M-V/def2-TZVPD.

Properties
Kohn-Sham gap (alpha / beta) in eV: 7.5325 / 7.1958
Energy above the lowest of the compared OMol25 structures with the same formula, charge and spin in kcal/mol: 219.20
Lowest unoccupied orbital energy (alpha / beta) in eV: -1.133 / -1.411
E_HOMO (alpha / beta) in eV: -8.7 / -8.6

```
15
Properties=species:S:1:pos:R:3:forces:R:3
O 0.860 -0.903 -1.601 0.6409 -1.1098 -0.5639
C 1.726 -0.854 -0.782 -0.2741 2.2701 1.5678
C 1.748 0.263 0.288 -0.0722 -1.2277 0.6990
C 0.827 1.416 -0.081 1.0389 -0.9414 1.2108
N -0.482 1.163 0.004 2.4182 2.7146 -1.4997
O -1.298 1.986 -0.434 -1.5234 0.2192 0.1268
N -0.777 -0.057 0.486 -5.4611 -1.4736 -0.1512
N -2.128 -0.370 0.356 -0.7037 0.3083 -0.6572
O -3.310 0.037 -0.049 5.1012 -0.0644 1.0111
O -2.224 -1.662 0.793 0.8040 -0.0530 0.2305
H 2.578 -1.470 -0.477 0.0223 -1.3438 -1.1503
H 2.825 0.471 0.496 -0.9008 0.4275 -0.1768
H 1.412 -0.442 1.181 0.4397 1.8459 -1.2930
H 1.223 2.407 -0.469 -1.1531 -1.5845 0.5453
H -2.982 -1.984 0.287 -0.3768 0.0125 0.1007
```
Forces are in eV/Å.

[2]
A molecular structure, C28H42N6O2ReS2, computed with wB97M-V/def2-TZVPD.

Properties
Kohn-Sham gap (alpha / beta) in eV: 6.4887 / 6.1887
Spin multiplicity: 4
Energy above the lowest of the compared OMol25 structures with the same formula, charge and spin in kcal/mol: 0.00
Lowest unoccupied orbital energy (alpha / beta) in eV: -12.843 / -13.144
Net charge: +4
E_HOMO (alpha / beta) in eV: -19.3 / -19.3

```
81
Properties=species:S:1:pos:R:3:forces:R:3
Re 0.134 0.652 0.572 -0.1732 0.0208 0.0245
O -0.915 0.358 -1.059 0.0630 -0.0698 -0.0546
S -2.177 0.739 -1.953 -0.0439 -0.1121 -0.1515
C -3.358 -0.599 -1.657 0.0305 -0.0462 0.1512
C -2.989 -2.043 -1.992 -0.0796 0.0380 0.0203
C -1.844 -2.662 -1.182 0.0675 0.0608 -0.0142
C -2.183 -2.802 0.303 0.0368 -0.0335 0.0867
S -0.805 -2.571 1.458 -0.1530 0.0275 -0.2669
O -0.149 -1.276 0.788 0.1493 0.0003 0.3191
C 0.323 -3.866 1.184 -0.0845 0.0571 0.0566
C 0.991 -4.087 -0.024 -0.0703 -0.0408 -0.0149
C 1.795 -5.203 -0.126 0.0044 0.0110 -0.0289
C 1.910 -6.089 0.948 -0.0100 -0.0099 0.0345
C 1.240 -5.858 2.139 0.0175 0.0064 0.0114
C 0.447 -4.727 2.275 0.0924 -0.0126 -0.0295
C -1.632 0.440 -3.605 -0.0522 0.1751 0.1091
C -0.530 -0.349 -3.908 -0.0204 -0.1188 -0.0294
C -0.225 -0.551 -5.244 0.0215 -0.0139 0.0374
C -1.014 0.017 -6.239 -0.0437 0.0240 -0.0005
C -2.110 0.805 -5.912 0.0122 -0.0224 -0.0264
C -2.425 1.037 -4.582 0.0502 0.0599 0.0064
H -4.201 -0.257 -2.270 0.0020 -0.0369 -0.0354
H -3.677 -0.459 -0.620 0.0355 0.0231 -0.0442
H -2.768 -2.133 -3.056 0.0319 0.0395 0.0012
H -3.911 -2.610 -1.831 0.0183 -0.0451 -0.0545
H -0.957 -2.039 -1.297 0.0098 -0.0335 -0.0183
H -1.602 -3.637 -1.601 -0.0635 -0.0182 0.0208
H -2.601 -3.776 0.571 0.0098 -0.0150 -0.0335
H -2.900 -2.051 0.643 -0.0083 -0.0042 0.0214
H 0.876 -3.411 -0.861 0.0138 -0.0038 0.0123
H 2.328 -5.405 -1.046 0.0022 -0.0016 -0.0058
H 2.535 -6.967 0.848 0.0007 -0.0040 -0.0047
H 1.341 -6.546 2.967 0.0034 -0.0063 -0.0024
H -0.062 -4.525 3.210 -0.0303 0.0065 -0.0010
H 0.069 -0.800 -3.128 0.0000 0.0042 0.0001
H 0.626 -1.161 -5.516 0.0065 -0.0057 -0.0012
H -0.770 -0.152 -7.280 0.0065 -0.0048 -0.0033
H -2.713 1.253 -6.690 -0.0049 -0.0002 -0.0052
H -3.262 1.678 -4.327 0.0014 0.0024 0.0254
C -2.956 1.540 1.701 -0.0529 0.0464 -0.0410
N -2.318 1.524 2.998 0.0934 -0.1312 0.0006
C -3.107 1.694 4.236 0.0022 -0.0050 -0.0108
C -2.022 1.775 5.318 0.0116 0.0127 -0.0093
N -0.760 1.693 4.547 -0.1227 -0.0111 0.1218
C 0.495 1.512 5.279 0.0130 -0.0580 -0.0860
C -1.014 1.596 3.258 -0.2476 0.0001 0.0645
N -0.047 1.646 2.270 0.4555 -0.0606 -0.2897
C 1.099 2.571 2.560 -0.0528 0.2183 -0.1764
C 1.559 3.119 1.231 0.1235 -0.1235 0.2071
N 1.597 1.949 0.303 -0.1955 0.2836 0.2015
C 2.577 1.942 -0.670 0.0179 -0.0356 -0.0887
N 3.074 0.799 -1.140 -0.0338 -0.0308 0.0061
C 2.725 -0.532 -0.699 0.0842 -0.0407 -0.0390
C 4.154 1.054 -2.111 -0.0129 -0.0287 -0.0376
C 4.229 2.586 -2.131 -0.0078 0.0268 0.0241
N 3.141 3.003 -1.214 0.1810 -0.0182 -0.0597
C 2.832 4.434 -1.123 -0.1135 -0.0859 -0.0026
H -3.996 1.241 1.832 0.0066 0.0466 0.0304
H -2.507 0.791 1.040 0.0076 0.0234 -0.0151
H -2.942 2.526 1.229 0.0579 -0.0113 0.0055
H -3.784 0.851 4.366 0.0015 0.0190 0.0336
H -3.691 2.612 4.168 -0.0104 -0.0182 -0.0049
H -2.061 0.943 6.020 -0.0074 0.0096 0.0017
H -2.047 2.709 5.877 -0.0256 -0.0255 0.0171
H 0.255 0.994 6.205 0.0311 0.0215 0.0224
H 0.950 2.471 5.523 0.0279 -0.0155 0.0116
H 1.184 0.886 4.718 -0.0098 0.0316 0.0072
H 1.910 2.027 3.042 -0.0054 -0.0126 0.0002
H 0.769 3.380 3.212 0.0100 -0.0437 -0.0176
H 2.553 3.551 1.342 -0.0481 -0.0246 -0.0340
H 0.874 3.878 0.853 -0.0213 -0.0007 0.0129
H 2.855 -0.665 0.379 -0.0437 0.0511 0.0102
H 3.391 -1.243 -1.188 0.0244 0.0319 0.0266
H 1.713 -0.819 -1.017 -0.0408 0.0105 0.0062
H 3.889 0.632 -3.080 0.0351 0.0059 -0.0005
H 5.076 0.594 -1.761 -0.0075 0.0015 -0.0139
H 4.034 3.001 -3.118 0.0290 0.0064 0.0075
H 5.178 2.975 -1.764 0.0067 -0.0274 -0.0302
H 3.228 4.898 -2.022 -0.0221 0.0304 -0.0014
H 3.317 4.893 -0.263 -0.0009 0.0338 -0.0071
H 1.759 4.603 -1.105 0.0129 0.0003 0.0344
```
Forces are in eV/Å.

[3]
A gas-phase ion, C5H12NO (charge -1) at a distorted geometry, computed with wB97M-V/def2-TZVPD.

Properties
Kohn-Sham gap in eV: 5.6600
Energy above the lowest of the compared OMol25 structures with the same formula, charge and spin in kcal/mol: 20.95
Lowest unoccupied orbital energy in eV: 3.503
Net charge: -1
E_HOMO in eV: -2.2

```
19
Properties=species:S:1:pos:R:3:forces:R:3
C -0.415 -0.658 2.840 -0.3617 0.4159 0.6100
N 0.393 -0.979 1.689 -0.1784 0.3033 0.0579
C 0.186 0.013 0.608 -0.1651 -1.1721 -0.0764
C 0.762 -0.469 -0.724 0.8524 0.6697 0.5130
C 0.644 0.606 -1.812 0.4390 0.7321 0.3426
C -0.805 0.945 -2.301 0.5766 0.0591 0.7364
O -0.892 2.027 -3.066 -0.0197 -0.1412 -0.4297
H -0.155 0.336 3.217 0.2574 -0.0929 0.0605
H -1.509 -0.585 2.693 0.0737 -0.1774 -0.4319
H -0.277 -1.379 3.649 0.2209 -0.0185 0.0035
H 0.136 -1.904 1.390 -0.0388 -0.2534 -0.4306
H 0.763 0.881 0.920 -0.3644 0.4352 -0.1017
H -0.879 0.214 0.485 -0.0598 0.4287 0.1730
H 1.821 -0.575 -0.423 -0.0920 -0.5573 -0.6951
H 0.345 -1.430 -1.037 -0.0370 -0.0580 0.1000
H 1.308 0.449 -2.671 -0.2744 -0.5590 -0.1088
H 1.111 1.515 -1.389 -0.4609 0.0743 0.0442
H -1.138 -0.051 -2.720 -0.2699 0.0747 -0.2940
H -1.400 1.045 -1.347 -0.0979 -0.1634 -0.0729
```
Forces are in eV/Å.

[4]
9 unconnected molecules or ions with the total composition C15H49N14O9 at a distorted geometry, computed with wB97M-V/def2-TZVPD.

Properties
Kohn-Sham gap in eV: 8.3620
Energy above the lowest of the compared OMol25 structures with the same formula, charge and spin in kcal/mol: 0.00
Lowest unoccupied orbital energy in eV: 2.282
Net charge: -1
E_HOMO in eV: -6.1

```
87
Properties=species:S:1:pos:R:3:forces:R:3
C 0.543 -0.217 -0.687 -0.2473 0.3638 -0.4806
O 0.120 -0.326 -2.012 0.3092 0.2922 0.0833
H 0.578 0.814 -0.300 -0.5036 0.2842 -0.0372
H -0.102 -0.785 -0.005 0.1033 0.0069 0.3512
H 1.587 -0.491 -0.446 0.2078 -0.6510 -0.4233
C 2.925 -1.219 -4.584 1.6671 -0.1806 0.3678
O 3.910 -1.895 -4.851 -0.4592 0.4141 -0.4598
N 2.694 -0.757 -3.318 -0.4478 0.3303 1.1268
N 2.014 -0.767 -5.469 -0.2853 -0.4409 -0.2025
H 1.759 -0.641 -2.914 -0.3526 0.1909 -0.0711
H 3.463 -0.559 -2.704 0.2152 -0.3183 -0.2503
H 1.362 -0.104 -5.092 -0.1980 0.2559 -0.7289
H 2.222 -0.921 -6.439 -0.4264 0.1318 -0.0001
C -3.453 0.294 -3.012 -1.4555 -0.0968 -0.4998
O -4.657 0.450 -3.250 0.5483 -0.4797 0.1252
N -2.682 1.277 -2.537 0.8679 1.3356 0.5515
N -2.719 -0.818 -3.195 0.4964 -1.0582 -0.1016
H -1.774 1.028 -2.157 -0.0332 0.1088 0.1632
H -3.097 2.184 -2.418 0.0589 -0.0776 0.1584
H -3.122 -1.721 -3.368 -0.1900 0.1839 -0.1532
H -1.735 -0.759 -2.934 0.1037 -0.3712 0.0813
C 0.965 3.242 -3.001 -0.4295 0.6334 -0.8582
O 1.774 4.168 -2.987 -0.5113 -0.2302 0.3301
N -0.338 3.337 -2.626 0.9802 0.1842 0.5827
N 1.254 2.048 -3.615 1.1485 0.6289 -0.0413
H -0.683 4.267 -2.473 -0.4832 -0.2691 0.0950
H -0.837 2.492 -2.809 -0.9455 0.3997 -0.1208
H 2.229 2.236 -3.832 0.1471 -1.4174 -0.1787
H 0.956 1.156 -3.203 0.0806 0.1901 0.3149
C -3.156 -0.802 1.202 0.4995 -1.3184 0.9045
O -2.267 -0.647 2.044 -1.2191 0.5000 -0.1153
N -4.495 -0.694 1.374 -0.0775 0.7374 0.6102
N -2.859 -1.365 0.015 0.2130 0.5840 0.2005
H -5.060 -0.750 0.548 -0.4719 -0.0192 0.3537
H -4.857 -0.512 2.292 -0.1718 0.2250 -0.2021
H -1.873 -1.541 0.026 0.0329 0.6042 -0.9486
H -3.515 -1.326 -0.743 0.6240 -0.2184 -0.4664
C 4.138 -3.916 -1.639 -0.3596 0.1547 -0.4644
O 4.810 -4.074 -2.643 -0.0818 0.0102 0.4665
N 4.259 -4.696 -0.531 0.3449 -0.6266 0.5607
N 3.139 -2.992 -1.517 0.0209 0.3036 -1.0670
H 3.704 -4.514 0.283 0.2020 -0.1082 0.1338
H 5.037 -5.329 -0.493 -0.0859 0.0346 0.1067
H 2.659 -2.793 -0.660 0.0667 0.0456 0.0385
H 2.958 -2.412 -2.344 -0.0200 -0.2985 0.6608
C -1.168 -4.752 0.048 -1.3382 0.1427 0.0612
O -2.315 -5.156 0.191 0.4613 -0.2068 0.0574
N -0.052 -5.439 0.383 1.1629 -0.1591 0.1016
N -0.906 -3.535 -0.491 0.5114 1.6911 -0.7452
H 0.819 -4.940 0.365 0.0579 -0.1703 -0.0238
H -0.034 -6.361 0.775 -0.5105 0.0491 -0.0178
H -0.005 -3.118 -0.670 0.2950 -0.6639 0.0991
H -1.603 -2.817 -0.621 -0.2867 -1.5838 -0.0953
C -0.465 -0.156 5.501 1.5750 -0.1945 0.1773
C 0.673 0.105 4.472 -1.9180 -1.0419 0.0064
C 2.035 -0.228 5.031 0.9934 1.5543 0.4802
O 3.005 0.493 4.256 0.2336 -0.6125 -1.3502
C 3.807 -0.347 3.424 0.4721 -0.2414 0.8903
N 0.475 -0.697 3.255 0.1565 -0.0141 -0.0452
H -1.464 0.043 5.121 0.0775 0.1054 -0.0681
H -0.195 0.477 6.351 -0.5526 0.2263 0.0645
H -0.404 -1.172 5.899 -0.1870 -0.1644 -0.2725
H 0.528 1.138 4.143 0.8492 0.3659 0.6170
H 2.311 -1.282 5.115 -0.5317 -0.2088 -0.5474
H 2.231 0.153 6.041 -0.6518 0.1591 0.1196
H 3.319 -1.122 2.825 -0.7157 0.2176 0.1907
H 4.463 -0.879 4.122 0.4047 -0.1751 -0.3325
H 4.408 0.226 2.721 -0.0665 0.4074 0.2770
H 1.079 -0.256 2.566 -0.0419 -0.1899 -0.2258
H -0.467 -0.521 2.911 0.0368 -0.1924 -0.0677
C -0.229 5.021 0.716 -1.9253 2.0259 -0.8703
C -0.772 3.875 1.534 0.4157 0.3417 -0.9893
C -1.923 3.205 0.765 -0.5434 -1.2507 1.0820
O -3.211 3.781 0.967 -0.5151 1.4140 0.1445
C -4.292 2.942 0.602 0.7364 -1.2476 -0.6386
N 0.345 2.905 1.756 -2.0898 0.3075 0.6514
H -1.087 5.581 0.306 -0.3616 -0.0232 0.2717
H 0.234 4.796 -0.245 0.8902 -0.4985 0.5444
H 0.213 5.830 1.301 0.8693 -0.4384 -0.0462
H -1.160 4.294 2.464 -0.0017 -0.3755 0.1870
H -1.980 2.208 1.222 0.1514 -0.3808 -0.5375
H -1.742 3.167 -0.312 0.3508 -0.2165 0.0088
H -4.423 2.158 1.352 -0.0543 -0.0510 0.0398
H -4.089 2.442 -0.353 0.3406 -0.2467 0.0638
H -5.269 3.369 0.373 0.3177 1.0977 0.6671
H 1.133 3.497 1.979 0.5116 -0.4850 -0.4600
H 0.399 2.421 0.868 0.9387 -0.0270 0.0342
```
Forces are in eV/Å.

[5]
A single C2H3N3OS molecule at a distorted geometry, computed with wB97M-V/def2-TZVPD.

Properties
Kohn-Sham gap in eV: 9.6658
Energy above the lowest of the compared OMol25 structures with the same formula, charge and spin in kcal/mol: 35.70
Lowest unoccupied orbital energy in eV: 0.334
E_HOMO in eV: -9.3

```
10
Properties=species:S:1:pos:R:3:forces:R:3
O 0.971 -1.530 -0.457 1.7427 -0.3156 -0.4734
C 0.518 -0.293 -0.226 0.2243 0.0918 -0.2851
C 0.947 0.992 -0.452 -0.0088 0.1540 -0.0189
N -0.037 1.831 -0.033 -0.3500 -0.4945 0.4542
N -1.028 1.121 0.447 0.4866 1.2782 -0.5019
N -0.688 -0.157 0.314 -0.9934 -0.8164 0.5085
S -1.840 -1.385 0.765 0.5833 0.1385 -0.1961
H 1.923 -1.492 -0.739 -1.4213 -0.0577 0.4014
H 1.873 1.351 -0.875 -0.1284 -0.0478 0.0336
H -2.640 -0.437 1.256 -0.1349 0.0694 0.0776
```
Forces are in eV/Å.

> What is the energy above the lowest of the compared OMol25 structures with the same formula, charge and spin in the first record?

219.20 kcal/mol

> energy above the lowest of the compared OMol25 structures with the same formula, charge and spin of number 5 (C2H3N3OS)?

35.70 kcal/mol

> Look up the energy above the lowest of the compared OMol25 structures with the same formula, charge and spin of the first one.

219.20 kcal/mol